# 1
A 5-piece molecular cluster, C4H14NO2 overall. Source: the OMol25 dataset; level of theory: ωB97M-V/def2-TZVPD.

energy relative to the best compared isomer or geometry (same formula, charge and spin)	1207.7	kJ/mol
charge	+1
spin multiplicity	1
LUMO level	-8.5	eV

Each line ends with the Löwdin charge.
Geometry (Å):
C: -0.099 -0.692 0.065  -0.061
C: -1.092 -1.471 -0.781  0.032
C: -0.965 -1.589 -2.232  -0.125
C: 0.291 -1.447 -2.850  0.156
N: -1.446 1.806 1.716  0.091
H: 0.025 -1.232 1.024  0.113
H: -0.515 0.310 0.311  0.085
H: 0.893 -0.646 -0.533  0.098
H: -0.614 0.225 -2.388  0.404
H: -1.976 -1.811 -0.455  0.082
H: -1.805 -1.933 -2.914  0.157
H: 1.169 -0.971 -2.257  0.115
H: -1.448 1.818 2.689  0.021
H: -2.157 2.398 1.401  0.015
H: -0.607 2.259 1.561  -0.042
H: 1.974 2.657 0.979  0.023
H: 1.959 0.690 2.016  -0.020
O: 1.402 1.899 1.266  -0.213
H: 0.465 -1.483 -3.987  0.139
H: 2.620 -0.498 3.022  0.058
O: 1.926 -0.289 2.348  -0.126

# 2
A 3-piece molecular cluster, C4H14NO2 overall. Source: the OMol25 dataset; level of theory: ωB97M-V/def2-TZVPD.

energy relative to the best compared isomer or geometry (same formula, charge and spin)	108.6	kJ/mol
charge	+1
spin multiplicity	1
LUMO level	-3.0	eV

Each line ends with the Löwdin charge.
Geometry (Å):
C: 0.689 -0.775 0.741  -0.062
N: -0.473 -0.301 -0.130  0.032
C: -1.175 0.919 0.518  -0.060
C: -0.474 1.046 1.909  -0.142
C: 0.138 -0.345 2.143  -0.138
H: 0.788 -1.848 0.685  0.133
H: 1.480 -0.142 0.370  0.106
H: -1.088 -0.991 -0.541  0.151
H: 0.006 0.196 -0.883  0.093
H: -2.208 0.576 0.487  0.131
H: -0.901 1.769 -0.091  0.122
H: 0.192 1.896 1.761  0.117
H: -1.229 1.328 2.638  0.118
H: -0.590 -0.944 2.677  0.121
H: 1.059 -0.285 2.726  0.119
H: -1.533 -1.604 -2.884  0.036
H: -0.262 -1.701 -3.630  0.064
O: -0.697 -1.156 -2.960  -0.043
H: 2.774 0.415 -1.637  0.070
H: 1.670 1.422 -2.099  0.065
O: 1.833 0.525 -1.800  -0.033

# 3
A 3-piece molecular cluster, C4H14NO2 overall. Source: the OMol25 dataset; level of theory: ωB97M-V/def2-TZVPD.

energy relative to the best compared isomer or geometry (same formula, charge and spin)	152.6	kJ/mol
charge	+1
spin multiplicity	1
LUMO level	-4.4	eV

Each line ends with the Löwdin charge.
Geometry (Å):
C: -1.867 1.634 -0.503  -0.087
C: -0.715 0.887 -1.174  -0.214
C: -0.372 -0.396 -0.396  -0.169
C: 1.367 -0.792 1.304  0.190
N: 0.410 -0.133 0.789  0.064
H: -2.085 2.555 -1.040  0.084
H: -1.626 1.872 0.518  0.062
H: -2.785 1.049 -0.553  0.086
H: 0.195 1.489 -1.221  0.113
H: -0.909 0.695 -2.214  0.113
H: 0.079 -1.132 -1.057  0.112
H: -1.328 -0.869 -0.162  0.136
H: 1.931 -1.538 0.766  0.136
H: 1.694 -0.420 2.248  0.091
H: 0.061 0.665 1.314  0.169
H: 3.039 2.185 1.553  0.061
H: 3.570 1.440 2.761  0.068
O: 2.800 1.483 2.174  -0.060
H: -1.876 -3.294 -1.918  0.050
H: -0.617 -4.144 -1.576  0.056
O: -0.963 -3.238 -1.613  -0.060

# 4
A 2-piece molecular cluster, C4H14NO2 overall. Source: the OMol25 dataset; level of theory: ωB97M-V/def2-TZVPD.

energy relative to the best compared isomer or geometry (same formula, charge and spin)	103.2	kJ/mol
charge	+1
spin multiplicity	1
LUMO level	-3.0	eV

Each line ends with the Löwdin charge.
Geometry (Å):
C: 1.373 1.371 -0.497  -0.197
O: 2.617 1.113 0.119  -0.037
C: 0.403 0.523 0.358  -0.273
C: -1.073 0.769 0.085  -0.181
C: -1.942 0.293 1.298  -0.067
N: 0.837 -0.917 0.106  0.210
H: 1.001 2.393 -0.525  0.135
H: 1.349 0.986 -1.531  0.135
H: 3.295 1.762 -0.053  0.108
H: 0.713 0.717 1.379  0.153
H: -1.164 1.870 0.097  0.122
H: -1.520 0.563 -0.881  0.120
H: -2.802 0.943 1.461  0.085
H: -2.307 -0.712 1.098  0.063
H: -1.330 0.199 2.182  0.071
H: 0.907 -1.096 -0.890  0.130
H: 0.163 -1.590 0.462  0.144
H: 1.736 -1.110 0.563  0.175
H: -1.387 -2.734 -1.093  0.066
H: -0.318 -2.896 -2.277  0.073
O: -0.552 -2.446 -1.461  -0.033

# 5
A 2-piece molecular cluster, C4H14NO2S overall. Source: the OMol25 dataset; level of theory: ωB97M-V/def2-TZVPD.

energy relative to the best compared isomer or geometry (same formula, charge and spin)	81.2	kJ/mol
charge	+1
spin multiplicity	1
LUMO level	-3.1	eV

Each line ends with the Löwdin charge.
Geometry (Å):
C: -2.037 -0.705 0.834  -0.187
O: -3.085 0.119 0.335  -0.031
C: -0.791 -0.141 0.129  -0.254
C: -0.367 -0.907 -1.116  -0.272
C: 0.333 -0.251 -2.271  -0.485
S: 2.084 0.021 -1.673  0.694
N: 0.280 0.255 1.144  0.205
H: -2.269 -1.739 0.599  0.127
H: -1.987 -0.699 1.935  0.130
H: -3.870 0.086 0.864  0.092
H: -1.049 0.813 -0.359  0.157
H: -1.289 -1.366 -1.501  0.137
H: 0.213 -1.780 -0.753  0.125
H: -0.075 0.735 -2.522  0.085
H: 0.395 -0.789 -3.210  0.079
H: 2.400 1.024 -2.547  -0.115
H: 0.753 1.107 0.864  0.138
H: -0.118 0.399 2.074  0.119
H: 0.984 -0.468 1.317  0.164
H: 1.860 1.686 3.242  0.055
H: 1.203 1.271 4.473  0.079
O: 1.037 1.284 3.516  -0.043

# 6
A 2-piece molecular cluster, C4H14NO3 overall. Source: the OMol25 dataset; level of theory: ωB97M-V/def2-TZVPD.

energy relative to the best compared isomer or geometry (same formula, charge and spin)	50.5	kJ/mol
charge	+1
spin multiplicity	1
LUMO level	-2.9	eV

Each line ends with the Löwdin charge.
Geometry (Å):
C: 0.553 -1.751 0.050  -0.169
O: 1.754 -1.650 -0.698  -0.040
C: 0.040 -0.330 0.308  -0.245
C: -1.474 -0.224 0.556  -0.317
C: -2.381 -0.701 -0.578  -0.021
O: -1.596 1.226 0.564  -0.063
N: 0.528 0.604 -0.745  0.211
H: -0.200 -2.222 -0.592  0.125
H: 0.649 -2.325 0.967  0.143
H: 2.438 -2.224 -0.339  0.111
H: 0.443 0.077 1.238  0.155
H: -1.666 -0.576 1.567  0.160
H: -2.724 -1.722 -0.388  0.094
H: -1.990 -0.720 -1.595  0.089
H: -3.261 -0.064 -0.588  0.087
H: -2.523 1.482 0.608  0.107
H: 1.515 0.772 -0.550  0.127
H: 0.027 1.490 -0.638  0.151
H: 0.390 0.192 -1.667  0.175
H: 2.493 3.085 0.320  0.077
H: 2.475 1.967 1.348  0.072
O: 1.985 2.309 0.591  -0.029

# 7
A 4-piece molecular cluster, C4H14NO3 overall. Source: the OMol25 dataset; level of theory: ωB97M-V/def2-TZVPD.

energy relative to the best compared isomer or geometry (same formula, charge and spin)	177.4	kJ/mol
charge	+1
spin multiplicity	1
LUMO level	-3.8	eV

Each line ends with the Löwdin charge.
Geometry (Å):
C: -0.828 -0.446 1.385  -0.017
C: -0.552 0.639 0.361  -0.363
C: -1.445 1.570 0.106  0.091
C: 1.659 0.807 -0.715  0.164
N: 0.533 0.239 -0.513  0.090
H: 0.148 -0.577 1.931  0.091
H: -1.598 -0.103 2.057  0.091
H: -0.995 -1.421 0.969  0.075
H: -1.330 2.273 -0.740  0.099
H: -2.220 1.904 0.777  0.089
H: 2.420 0.189 -1.196  0.131
H: 1.890 1.796 -0.372  0.098
H: 0.480 -0.735 -0.874  0.104
H: -2.890 -0.449 -1.037  0.040
H: -2.578 -1.212 -2.366  0.057
O: -2.211 -0.641 -1.682  -0.045
H: 2.089 0.797 2.102  0.061
H: 2.563 2.114 2.312  0.085
O: 2.163 1.612 1.579  -0.064
H: 1.318 -2.705 -2.040  0.076
H: 0.607 -3.221 -0.757  0.079
O: 0.779 -2.430 -1.288  -0.032

# 8
One molecule with the formula C4H14NPSi. Source: the OMol25 dataset; level of theory: ωB97M-V/def2-TZVPD.

energy relative to the best compared isomer or geometry (same formula, charge and spin)	39.3	kJ/mol
charge	0
spin multiplicity	1
LUMO level	1.1	eV

Each line ends with the Löwdin charge.
Geometry (Å):
C: 3.136 -0.490 0.459  -0.167
N: 2.281 0.686 0.489  -0.198
C: 1.357 0.743 -0.636  -0.428
Si: 0.026 -0.611 -0.623  0.474
P: -1.957 0.414 -0.850  0.660
C: -1.950 1.293 0.798  -0.372
C: -3.051 -1.033 -0.458  -0.408
H: 2.560 -1.383 0.713  0.053
H: 3.932 -0.382 1.194  0.077
H: 3.595 -0.665 -0.526  0.077
H: 2.862 1.514 0.492  0.093
H: 1.866 0.718 -1.614  0.068
H: 0.819 1.694 -0.594  0.059
H: 0.073 -1.393 0.639  -0.047
H: 0.204 -1.557 -1.752  -0.071
H: -2.402 2.279 0.700  0.017
H: -2.519 0.726 1.536  0.030
H: -0.945 1.429 1.202  0.014
H: -3.117 -1.695 -1.322  0.022
H: -2.712 -1.615 0.401  0.021
H: -4.057 -0.668 -0.248  0.025

# 9
A 2-piece molecular cluster, C4H14NS overall. Source: the OMol25 dataset; level of theory: ωB97M-V/def2-TZVPD.

energy relative to the best compared isomer or geometry (same formula, charge and spin)	116.1	kJ/mol
charge	+1
spin multiplicity	1
LUMO level	-3.5	eV

Each line ends with the Löwdin charge.
Geometry (Å):
C: -1.336 -0.934 0.266  -0.586
C: -2.526 -1.699 0.791  -0.193
S: -0.602 0.104 1.614  0.672
H: -0.520 -1.566 -0.039  0.039
H: -1.639 -0.166 -0.479  0.065
H: -3.478 -1.887 0.331  0.065
H: -1.697 0.865 1.869  -0.113
H: -3.023 -1.494 1.760  0.075
H: -2.143 -2.752 0.961  0.096
C: 1.930 0.993 -1.842  -0.190
C: 1.735 -0.501 -1.680  -0.078
N: 1.402 1.766 -0.665  0.173
H: 2.991 1.237 -1.901  0.127
H: 1.535 1.377 -2.795  0.140
H: 2.630 -0.984 -2.118  0.100
H: 0.860 -0.926 -2.176  0.087
H: 0.413 1.499 -0.559  0.107
H: 1.972 1.520 0.142  0.158
H: 1.260 2.772 -0.763  0.175
H: 1.787 -0.925 -0.675  0.080

# 10
C4H14NSi as an isolated structure. Source: the OMol25 dataset; level of theory: ωB97M-V/def2-TZVPD.

energy relative to the best compared isomer or geometry (same formula, charge and spin)	329.3	kJ/mol
charge	+1
spin multiplicity	1
LUMO level	-3.3	eV

Each line ends with the Löwdin charge.
Geometry (Å):
C: 0.298 0.081 -1.859  -0.099
C: -0.139 1.687 0.779  0.038
C: -1.984 -0.610 0.737  -0.027
C: 0.396 0.012 -0.265  -0.496
N: -0.618 -0.989 0.243  -0.056
Si: 2.172 -0.286 0.334  0.721
H: 0.737 -0.817 -2.337  0.085
H: -0.680 0.181 -2.245  0.054
H: 0.954 0.892 -2.320  0.102
H: 0.511 2.448 0.383  0.043
H: -0.022 1.331 1.813  0.049
H: -1.162 1.946 0.485  0.044
H: -1.932 0.211 1.510  0.093
H: -2.626 -0.296 -0.118  0.111
H: -2.507 -1.578 1.171  0.146
H: -0.158 -1.575 0.951  0.139
H: -0.821 -1.578 -0.602  0.177
H: 2.804 0.269 -0.910  -0.023
H: 2.731 0.361 1.625  -0.034
H: 2.047 -1.692 0.624  -0.068

Look up the energy relative to the best compared isomer or geometry (same formula, charge and spin) of the tenth one. 329.3 kJ/mol

Among the records above, which one has the highest LUMO level? C4H14NPSi